This record from OMol25 describes C42H46BClN4OOsTe4 as an isolated structure in a non-equilibrium geometry. The level of theory is the ωB97M-V functional and the def2-TZVPD basis.

Structure (XYZ):
```
100
Properties=species:S:1:pos:R:3:forces:R:3
Os -1.532 -0.527 1.721 -2.0483 1.8547 0.6064
Cl 0.754 6.509 0.578 0.0058 -0.0313 0.0009
C 0.546 4.790 0.482 -0.0592 0.0381 -0.0036
C 0.922 4.104 -0.659 -0.1078 0.0180 -0.0503
C 0.737 2.738 -0.711 -0.2164 -0.0184 -0.0716
C 0.172 2.022 0.341 0.0649 0.0088 0.0486
O -0.120 0.680 0.150 0.1620 -0.3243 0.1037
C -0.145 2.704 1.524 -0.0661 -0.0769 0.0912
C -0.678 2.174 2.770 0.2526 0.0433 0.0074
N -1.027 0.965 3.039 -0.0043 0.0833 -0.1996
C -1.583 0.777 4.342 -0.0532 -0.0296 -0.1712
C -1.008 1.182 5.508 -0.0101 0.0556 0.0612
C -1.684 0.954 6.731 0.0241 0.0058 -0.0567
C -2.900 0.336 6.752 0.0225 -0.0585 -0.0218
C -3.502 -0.104 5.545 -0.1616 0.0565 0.0140
C -4.734 -0.796 5.471 0.0413 -0.0119 0.0589
C -5.202 -1.210 4.259 0.0392 0.1757 -0.0631
C -4.442 -0.950 3.099 -0.2626 -0.1174 -0.2053
N -3.300 -0.310 3.134 1.5584 -0.8205 -0.8143
C -2.829 0.120 4.339 0.0005 -0.0346 0.1108
C 0.038 4.096 1.554 0.0079 0.0410 -0.0333
H 1.354 4.630 -1.500 -0.0040 -0.0094 -0.0022
H 1.005 2.217 -1.617 -0.1038 0.0558 -0.0437
H -0.825 2.920 3.547 0.0139 0.0081 0.0064
H -0.033 1.653 5.493 -0.0002 -0.0088 0.0287
H -1.220 1.270 7.655 0.0070 -0.0085 -0.0043
H -3.409 0.151 7.689 -0.0107 0.0148 -0.0091
H -5.278 -1.012 6.383 -0.0041 0.0113 -0.0061
H -6.129 -1.757 4.170 0.0122 -0.0012 -0.0400
H -4.770 -1.294 2.125 0.0608 -0.0661 0.0578
H -0.226 4.634 2.455 0.0156 0.0025 -0.0009
Te -2.737 -1.823 -0.237 0.2359 -0.2166 0.0236
Te -3.837 -4.027 0.943 -0.0971 0.1182 0.1799
Te -1.969 -4.655 2.795 -0.1772 -0.5772 -0.2507
Te -0.724 -2.296 3.321 0.5367 -0.1529 0.5508
C 1.108 -3.337 0.057 -0.0355 0.0142 0.0813
C 2.577 -2.940 0.076 -0.0392 0.0166 -0.0513
C 3.228 -3.096 -1.299 0.0421 -0.0047 0.0343
C 2.847 -1.617 0.786 -0.0327 0.0156 0.0157
C 3.219 -1.738 2.122 0.0399 0.0113 -0.0197
C 3.584 -0.640 2.876 -0.0147 0.0082 -0.0071
C 3.735 0.576 2.243 0.0796 -0.0173 -0.0115
C 3.416 0.754 0.896 0.1658 -0.0801 -0.0176
C 3.994 2.044 0.295 -0.1447 0.0351 0.0784
C 3.936 2.236 -1.215 0.0335 -0.0012 -0.0099
C 3.519 3.299 1.044 -0.0724 -0.0217 0.0158
C 2.810 -0.325 0.219 -0.1244 0.2569 0.0892
N 2.000 -0.092 -0.961 0.0665 -0.2314 -0.1468
B 0.577 0.106 -0.971 -0.1601 -0.0505 -0.2114
N 0.123 -0.015 -2.342 -0.0309 0.0327 -0.0446
C 1.309 -0.149 -3.096 0.0257 0.0981 0.0700
C 2.386 -0.208 -2.301 0.0534 0.0080 -0.0387
C -1.099 -0.417 -3.029 0.0450 0.0114 -0.0416
C -2.183 0.447 -3.279 -0.0598 0.0355 -0.0695
C -3.294 -0.064 -3.951 -0.0027 -0.0178 -0.0033
C -3.340 -1.351 -4.444 0.0187 0.0239 0.0186
C -2.242 -2.161 -4.262 0.0243 0.0053 0.0405
C -1.129 -1.731 -3.546 -0.0390 -0.1038 -0.0087
C -0.027 -2.768 -3.380 -0.0079 -0.0250 -0.0150
C 0.701 -3.019 -4.705 0.0560 0.0286 0.0045
C -0.573 -4.104 -2.859 0.0081 0.0341 0.0007
C -2.297 1.934 -2.969 0.0331 -0.0370 0.0659
C -2.577 2.260 -1.489 -0.0271 -0.0151 -0.0271
C -1.177 2.754 -3.617 0.0663 -0.0355 0.0777
H 0.994 -4.337 -0.364 -0.0316 -0.0033 -0.0693
H 0.496 -2.646 -0.524 -0.0242 -0.0017 -0.0526
H 0.700 -3.355 1.066 -0.0152 0.0033 0.0061
H 3.085 -3.669 0.715 -0.0404 -0.0147 0.0114
H 2.710 -2.539 -2.075 -0.0182 0.0159 -0.0222
H 3.200 -4.150 -1.584 0.0098 0.0070 0.0033
H 4.275 -2.781 -1.286 -0.0124 0.0174 -0.0042
H 3.211 -2.723 2.572 -0.0409 0.0039 0.0058
H 3.815 -0.749 3.928 0.0215 0.0038 -0.0047
H 4.157 1.410 2.791 0.0298 -0.0120 -0.0033
H 5.062 1.934 0.512 -0.0008 0.0374 0.0203
H 4.359 1.382 -1.739 0.0316 0.0086 0.0011
H 4.541 3.108 -1.475 -0.0095 0.0113 0.0063
H 2.932 2.404 -1.593 0.1593 -0.0389 -0.0393
H 2.444 3.269 1.219 0.2067 -0.0126 0.0351
H 3.744 4.198 0.466 0.0137 0.0029 0.0157
H 4.009 3.408 2.011 0.0023 -0.0291 0.0141
H 1.264 -0.207 -4.169 -0.0010 -0.0199 0.0267
H 3.414 -0.325 -2.594 0.0041 -0.0415 0.0215
H -4.140 0.592 -4.113 0.0032 0.0059 -0.0110
H -4.212 -1.708 -4.977 0.0054 0.0074 0.0072
H -2.248 -3.165 -4.662 -0.0128 -0.0184 0.0165
H 0.703 -2.402 -2.663 -0.0572 0.0047 0.0730
H 0.003 -3.382 -5.463 -0.0011 -0.0037 0.0081
H 1.473 -3.781 -4.570 0.0021 0.0015 0.0008
H 1.180 -2.122 -5.098 -0.0153 -0.0207 -0.0083
H -1.102 -4.646 -3.645 -0.0296 0.0095 0.0141
H -1.254 -3.963 -2.020 0.0172 0.0082 0.0496
H 0.251 -4.738 -2.532 0.0305 -0.0065 -0.0118
H -3.201 2.234 -3.498 -0.0218 0.0013 -0.0048
H -1.722 2.707 -0.997 0.1132 0.0209 0.0571
H -2.879 1.371 -0.931 0.0012 0.0019 -0.0119
H -3.393 2.981 -1.415 0.0183 0.0074 0.0043
H -0.189 2.349 -3.400 0.0131 0.0366 0.0675
H -1.210 3.793 -3.280 0.0011 -0.0099 0.0043
H -1.292 2.748 -4.702 0.0065 -0.0057 0.0025
```
Forces are in eV/Å.

Values from the calculation:
Charge = 0
Max |F| = 2.83 eV/Å
Kohn-Sham gap (alpha / beta) = 4.848 / 4.842 eV
LUMO energy (alpha / beta) = -0.92 / -0.92 eV

---

This record from OMol25 describes a 5-piece molecular cluster, C42H46BrN2O2 overall. The level of theory is the ωB97M-V functional and the def2-TZVPD basis.

Structure (XYZ):
```
93
Properties=species:S:1:pos:R:3:forces:R:3
C -3.789 1.703 -1.779 -0.0812 -0.0379 -0.0023
C -2.671 1.120 -1.376 -0.1276 0.2212 -0.0051
C -1.926 1.608 -0.153 0.0842 0.0267 -0.2756
C -1.187 0.533 0.571 -0.3571 0.2010 0.1209
C 0.023 -0.009 0.298 -0.2622 0.2694 -0.2527
C 0.957 0.327 -0.804 0.7627 -0.2316 -0.0312
C 1.525 -0.869 -1.626 -0.2421 -0.0549 -0.1117
C 0.829 -2.195 -1.434 0.0972 -0.0704 -0.0618
C 1.566 -3.305 -1.034 0.1113 -0.0354 0.0870
C 0.972 -4.545 -0.849 -0.0834 0.0650 -0.0349
C -0.387 -4.696 -1.089 0.1663 -0.0112 0.1193
C -1.131 -3.599 -1.494 -0.2159 -0.1999 -0.0400
C -0.533 -2.361 -1.667 0.0543 0.0352 0.0111
N 0.229 -0.932 1.297 0.1472 -0.3381 -0.0285
O 1.377 -1.653 1.439 -0.0518 0.2024 0.2572
C -0.790 -0.996 2.145 -0.0951 0.2125 0.2131
C -0.838 -1.908 3.313 0.3892 -0.3608 0.1715
C 0.328 -1.680 4.315 0.0413 0.1905 -0.5343
N -1.680 -0.098 1.709 0.0531 -0.0951 0.1320
C -2.944 0.204 2.353 -0.0824 -0.1343 -0.0646
C -2.994 1.648 2.825 0.2321 0.4692 0.2526
O -2.080 2.254 3.272 -0.3136 -0.3877 -0.2706
Br -4.756 2.426 2.656 0.1531 0.0901 0.0452
H -4.173 2.583 -1.275 -0.1259 -0.0923 0.1223
H -4.363 1.335 -2.617 0.1208 0.0612 -0.1504
H -2.259 0.296 -1.944 0.0337 -0.1052 0.1071
H -2.655 2.094 0.491 0.0498 0.0382 0.1390
H -1.213 2.397 -0.410 0.0475 -0.0441 -0.0968
H 1.793 0.880 -0.368 0.0570 -0.0078 -0.0483
H 0.480 1.026 -1.488 -0.2860 0.0356 0.1665
H 2.586 -0.998 -1.424 0.0156 0.0241 0.1462
H 1.457 -0.602 -2.681 0.0359 0.0538 -0.0211
H 2.628 -3.190 -0.852 0.0349 0.0095 -0.0391
H 1.569 -5.389 -0.530 0.0299 -0.0468 -0.0379
H -0.850 -5.666 -0.971 -0.0750 0.0038 0.0052
H -2.186 -3.735 -1.694 -0.0383 0.1185 -0.0252
H -1.130 -1.523 -2.005 -0.0072 0.0150 -0.0286
H 1.121 -2.589 1.488 0.0004 -0.0546 -0.3647
H -0.769 -2.925 2.916 -0.1381 -0.0438 0.0265
H -1.796 -1.860 3.818 -0.0948 0.1110 -0.1025
H -0.040 -1.573 5.329 0.0167 -0.0614 0.0603
H 1.042 -2.496 4.254 -0.0369 -0.0930 0.2062
H 0.884 -0.784 4.042 -0.0441 0.1158 0.1846
H -3.037 -0.410 3.247 -0.0806 -0.0092 0.0007
H -3.782 -0.049 1.708 0.0282 0.1231 -0.1164
C 4.698 -2.740 1.480 -0.0412 0.0286 -0.0008
C 4.408 -1.602 2.221 0.2489 -0.0135 0.0957
C 5.440 -0.865 2.788 0.0084 0.0018 -0.0339
C 6.758 -1.258 2.602 -0.0035 0.0005 -0.0041
C 7.046 -2.392 1.855 0.0023 0.0033 0.0066
C 6.016 -3.136 1.297 -0.0078 -0.0101 -0.0196
H 3.897 -3.325 1.045 0.0016 -0.0184 0.0082
H 3.387 -1.292 2.369 -0.0627 0.0413 0.0195
H 5.217 0.017 3.374 0.0023 0.0039 -0.0021
H 7.561 -0.680 3.039 0.0031 -0.0006 0.0032
H 8.073 -2.697 1.709 0.0036 -0.0046 0.0027
H 6.241 -4.025 0.721 0.0018 0.0004 -0.0028
C -0.325 4.837 -2.902 0.0045 -0.0310 0.0295
C 0.753 5.712 -2.907 0.0195 -0.0191 0.0051
C 0.718 6.865 -2.135 -0.0026 -0.0036 0.0092
C -0.394 7.143 -1.353 0.0092 0.0024 -0.0014
C -1.473 6.270 -1.347 -0.0106 -0.0177 0.0242
C -1.440 5.120 -2.123 0.0029 -0.0529 0.0488
H -0.298 3.941 -3.509 -0.0091 0.0136 -0.0244
H 1.622 5.500 -3.517 -0.0117 0.0112 -0.0243
H 1.556 7.549 -2.146 0.0046 0.0004 0.0026
H -0.422 8.042 -0.750 -0.0024 0.0058 -0.0026
H -2.342 6.489 -0.738 -0.0075 0.0109 -0.0109
H -2.287 4.444 -2.122 -0.0036 -0.0045 -0.0403
C 4.343 0.466 -4.166 -0.0267 -0.0121 0.0075
C 3.689 1.502 -3.514 -0.0350 -0.0268 0.0315
C 3.536 2.733 -4.135 -0.0330 0.0130 -0.0093
C 4.033 2.927 -5.417 -0.0087 -0.0024 0.0027
C 4.684 1.892 -6.072 0.0025 -0.0013 0.0041
C 4.843 0.662 -5.446 -0.0066 -0.0001 -0.0102
H 4.466 -0.493 -3.679 0.0141 0.0002 0.0023
H 3.299 1.352 -2.514 0.0433 0.0184 0.0204
H 3.031 3.540 -3.619 0.0075 0.0016 0.0073
H 3.912 3.886 -5.905 0.0063 0.0033 -0.0035
H 5.071 2.043 -7.071 0.0081 0.0020 -0.0016
H 5.356 -0.142 -5.956 0.0003 -0.0017 -0.0045
C -7.148 -3.643 3.091 0.0029 0.0040 -0.0089
C -6.468 -3.121 4.183 0.0251 -0.0170 0.0019
C -5.989 -1.818 4.141 0.0516 0.0079 -0.0220
C -6.197 -1.038 3.011 0.0895 -0.0624 0.0045
C -6.878 -1.561 1.920 0.0407 0.0096 -0.0274
C -7.352 -2.865 1.960 0.0063 -0.0104 0.0023
H -7.522 -4.658 3.123 -0.0074 -0.0014 0.0033
H -6.316 -3.727 5.066 -0.0054 -0.0007 0.0038
H -5.461 -1.410 4.995 -0.0446 0.0128 0.0263
H -5.824 -0.021 2.980 -0.1728 -0.0711 0.0454
H -7.044 -0.951 1.041 -0.0159 0.0058 0.0019
H -7.883 -3.274 1.110 -0.0153 0.0032 0.0038
```
Forces are in eV/Å.

Values from the calculation:
Charge = +1
Max |F| = 0.80 eV/Å
Kohn-Sham gap = 8.636 eV
LUMO energy = -2.54 eV

---

charge of number 1 (C42H46BClN4OOsTe4)?
0

---

What is the formula in the second record?
C42H46BrN2O2

---

Among the records above, which one has the highest max |F|?
C42H46BClN4OOsTe4